ORCA calculation (ωB97M-V/def2-TZVPD) on a molecular structure, C8H11Cl3O6.

Geometry as XYZ:
```
28
Properties=species:S:1:pos:R:3:forces:R:3
O -3.40058 -1.10821 0.15581 2.339 1.866 -0.822
H -4.01369 -1.64135 -0.30826 -0.924 -1.114 -0.742
C -2.99293 0.05339 -0.83213 -6.020 -5.244 0.979
C -1.94886 0.74122 -0.22151 -0.750 -0.598 4.615
O -2.22813 1.95209 -0.61399 1.179 6.490 -0.190
H -1.47718 2.52390 -0.29188 -0.891 -0.358 -0.819
C -0.68481 0.30267 -0.56668 5.006 6.725 -9.364
H -0.59590 0.64584 -1.93209 -0.655 -1.118 3.643
C -0.09339 -0.94639 -0.47380 2.816 -4.528 3.545
O -0.89109 -2.07488 -0.40295 -5.008 1.933 1.352
H -1.81915 -1.60538 0.08361 2.544 -3.085 -1.729
H 0.63634 -1.14245 -1.20115 1.039 0.150 -1.140
C 0.67516 -0.89349 0.87137 -2.001 5.549 2.923
H 0.11914 -1.08618 1.84223 0.202 -1.393 -1.416
O 1.97950 -1.18911 0.91772 1.234 -3.108 0.981
C 2.79271 -0.12519 1.16113 -2.007 -3.877 -9.682
O 2.17137 0.90878 1.33512 -6.990 7.480 2.586
C 0.74002 0.76685 1.16007 1.642 1.401 -2.014
O 0.42069 1.45648 -0.20178 -2.834 -4.530 3.573
H 0.20991 1.32751 2.03719 0.867 -1.258 -1.684
C 3.64262 -0.00390 -0.37082 0.511 1.375 3.897
Cl 4.81002 1.33953 0.10723 0.240 -0.386 -0.509
Cl 2.71946 0.54095 -1.63474 -0.686 -0.045 -2.033
Cl 4.40200 -1.51556 -0.37446 1.148 -1.331 -1.161
H 3.60453 -0.05174 1.60010 7.488 -1.609 5.695
H -1.93913 0.61755 0.88527 -0.910 0.140 0.188
H -3.99908 0.45328 -0.89939 0.496 1.556 0.374
H -2.83957 -0.24622 -1.83118 0.926 -1.083 -1.047
```
Positions in Å, forces in eV/Å.

HOMO energy = -8.865 eV
total energy = -58317.0735 eV

=====

ORCA calculation (ωB97M-V/def2-TZVPD) on C8H11ClN2 in the gas phase.

Geometry as XYZ:
```
22
Properties=species:S:1:pos:R:3:forces:R:3
C -1.03196 0.70482 0.15592 0.194 -0.088 -0.067
C 0.21977 0.04663 -0.40983 -0.163 0.022 -0.154
C 0.00105 -0.27651 -1.89104 0.037 0.062 0.139
C 1.47998 0.92198 -0.26744 -0.054 -0.168 0.121
C 2.52594 -0.12076 0.00505 -0.843 -0.228 0.024
Cl 4.17759 0.25717 -0.07972 0.603 0.159 -0.014
N 2.11856 -1.27323 0.30944 0.696 -0.128 -0.058
C 0.65998 -1.26076 0.35559 -0.035 0.768 0.480
C 0.24831 -1.31865 1.83465 0.046 -0.003 -0.099
C 0.15325 -2.46609 -0.27281 0.002 -0.160 -0.100
N -0.26736 -3.42300 -0.73400 -0.271 -0.502 -0.256
H -1.87456 0.01826 0.11197 -0.132 -0.039 0.002
H -1.27908 1.58084 -0.44007 -0.065 0.090 -0.036
H -0.89325 1.02371 1.18545 -0.024 0.034 0.111
H -0.86786 -0.91723 -2.02267 -0.039 -0.053 -0.044
H 0.86774 -0.78798 -2.30617 0.061 -0.053 -0.104
H -0.16261 0.64098 -2.45306 0.001 0.087 -0.033
H 1.41549 1.60797 0.58079 0.049 0.044 0.003
H 1.70425 1.50359 -1.16013 -0.008 0.045 -0.010
H 0.60382 -0.43312 2.35548 0.012 0.099 0.037
H 0.70776 -2.19352 2.28914 0.008 -0.014 0.023
H -0.83087 -1.39656 1.93319 -0.074 0.027 0.034
```
Positions in Å, forces in eV/Å.

HOMO energy = -10.608 eV
SMILES string = CC1(C)CC(Cl)=N[C@]1(C)C#N
total energy = -23976.9853 eV
ΔE to the lowest compared entry with this formula, charge and spin = 0.0 kJ/mol